a | 96
Properties=species:S:1:pos:R:3 method="wB97M-V/def2-TZVPD" multiplicity=3 s_squared=2.005 gap_ev="6.5 / 8.4"
H -3.86653 -0.85342 -0.23642
H 0.61536 -1.07089 6.26939
H -2.50906 0.70367 -4.74500
C -4.63826 1.40565 1.14501
N 1.77149 0.09351 1.61374
C 1.85208 0.75045 -5.73621
C 0.49851 -0.14744 5.71676
N 4.14795 7.78794 -0.45028
H 1.32404 4.60262 -2.06693
Ti 0.41555 -0.28249 0.03626
C 0.86741 2.21595 5.49318
H 1.79102 -0.60079 -2.28451
C -2.57830 -3.22742 0.18043
H -4.57224 -2.80834 0.86611
H 3.83432 -0.00516 4.24871
C 1.10202 -5.46593 0.50675
C -2.22727 0.41506 -3.74698
H 2.12772 -2.61622 -5.49202
C -2.57715 1.60756 2.70633
C 3.73976 6.46540 -0.59643
C 2.86749 3.81868 -0.81325
N 1.28775 1.77714 0.13546
N -2.37809 0.38284 0.89010
C 3.29604 0.39175 3.40233
H 5.10688 7.92914 -0.17954
H -4.31336 -4.44170 0.24682
H -4.92834 0.71968 -3.49877
H -4.66911 1.97953 0.21851
C 2.18943 4.84171 -1.46652
H -5.15566 1.98301 1.90948
O 1.49938 2.20356 -2.27127
N 2.71928 2.23599 2.00473
H -5.18784 0.47913 0.98080
S 2.29052 2.17866 -1.06981
C 4.42677 5.43171 0.04404
C -0.39823 -3.48799 0.37717
C -1.60796 -4.19322 0.36799
N -1.16708 0.32145 1.52559
C 3.45987 -5.28676 0.94857
C -3.23516 1.14997 1.58166
H 0.24560 -6.09133 0.29890
H 3.16499 -0.68823 -6.64411
C -0.37227 1.03012 3.79764
H 2.87926 -1.04643 -1.19434
C 1.76463 -1.61284 -5.31059
C 4.00015 4.12304 -0.06496
C 2.61661 6.15390 -1.35533
C -4.52581 0.40530 -2.53690
H -5.01939 -0.52310 -2.24888
H 1.28176 3.14339 5.86684
C -0.95075 0.05672 -3.30352
H -4.44978 -3.07743 -0.86528
C 2.34096 -0.53135 -5.96025
C 2.33889 -6.06517 0.69229
N -1.96155 -2.03180 0.07803
H -0.62851 -1.06549 4.13132
H -1.77831 -5.24610 0.50069
C -4.05974 -3.39204 0.10254
N -0.96749 -0.26565 -2.01194
C 0.70685 -1.40609 -4.43408
C 1.02743 1.03988 6.21103
H 5.30966 5.66238 0.62890
H 0.02849 3.12913 3.73336
H 1.74419 -2.12994 -1.71926
H 4.18979 -3.28201 1.21315
H -4.79824 1.15904 -1.79890
C -0.19359 -0.15002 4.51610
H 1.56207 1.04582 7.15216
C -3.04727 0.23948 -2.65155
H 3.84417 8.42389 -1.16785
N -2.27199 -0.16767 -1.62816
H 3.99423 2.40808 3.60925
N 1.89694 -1.16542 -1.44145
H -2.97481 2.22097 3.49658
C 3.37469 1.72260 3.03781
C 0.16335 2.21194 4.29339
C 0.80112 0.95216 -4.85588
C 1.97268 1.39670 1.30000
C 2.08607 -3.31538 0.82558
C 0.23078 -0.12375 -4.18225
H 2.27192 -1.43523 2.89705
H 0.44209 1.95130 -4.65202
H 2.07492 6.94169 -1.86615
H 4.42618 -5.75285 1.09075
N -0.60524 -2.18845 0.20279
H 4.55203 3.33307 0.42111
C 3.32923 -3.90864 1.01545
H 2.01395 -2.23811 0.88224
H 2.30021 1.59818 -6.23723
H 2.42205 -7.14246 0.63307
B -2.68309 -0.66095 -0.23228
H 0.22954 -2.24735 -3.94345
C -1.30720 1.03729 2.64233
C 0.95850 -4.08052 0.57100
C 2.44114 -0.39155 2.65253
O 3.47800 1.34040 -1.03512



b | 96
Properties=species:S:1:pos:R:3 method="wB97M-V/def2-TZVPD" multiplicity=3 s_squared=2.016 gap_ev="5.9 / 8.4"
H -1.37476 -1.82134 -3.70472
H -0.56596 3.48722 -1.85444
H -2.69136 3.63399 -3.03838
H 1.88217 0.46889 -4.92142
H -2.07274 -0.83575 3.19386
B -0.41792 2.42805 -1.32970
H -1.64718 -2.13529 -1.27854
C 0.76615 -1.80047 -3.61923
H -0.00785 -2.23935 -1.38782
C 1.01281 3.68525 0.44923
N -0.29355 -0.76454 2.13545
H 6.84740 -3.49791 0.09384
C -3.33806 -1.80490 0.96015
O 1.15973 -3.24900 0.79694
C -1.00690 -1.00829 3.25026
C 1.04417 -0.99886 2.22512
H 6.94087 -5.61661 3.02176
H -7.08368 -2.20700 0.23014
H 0.33191 3.71572 -4.02644
H -1.50763 -4.07897 -4.69611
C 0.71275 1.69831 5.83270
C 1.02599 1.79481 -3.38620
C -3.95265 1.39861 -1.01194
H 2.17235 1.73348 4.25771
N -0.78546 -2.10124 -0.75133
H 1.80258 3.13890 -4.82303
C 1.19587 3.51437 1.80346
N 7.07043 -4.89969 2.33042
C -3.28314 0.33474 -0.37896
H -3.49088 -3.64218 2.04287
C -4.01830 -2.90723 1.44623
C 1.12066 1.79595 4.50934
S 2.13007 -2.23600 0.39958
H 2.71148 -3.67649 2.78621
H -0.73906 -2.89140 -0.11931
H -5.87544 -0.28832 -0.66764
C 0.95645 -1.64288 4.39684
Ti -0.21446 -0.23330 0.20992
O 2.31878 -2.03971 -1.01977
H -5.90065 -3.93858 1.54672
H 2.76287 -4.30126 -4.73539
N -1.94887 0.58834 -0.38619
C 1.41456 4.83718 -0.40725
C 0.62052 -4.33798 -4.77328
C -0.46858 -2.38020 -3.90682
H 2.15350 4.53149 -1.14874
C 1.36569 0.60458 -3.98590
C -5.33819 -1.01301 -0.06998
H 1.65282 4.20387 2.49352
H 2.88539 -2.04706 -3.72030
C -0.41282 -1.46966 4.40704
C -0.63056 1.79692 6.16080
C 1.92736 -2.49669 -3.94357
C -3.18090 3.60950 -2.06417
H 7.78502 -5.09505 1.65143
C -1.17184 2.04046 3.83289
H -2.30122 -1.67298 1.19432
H -4.24558 3.78264 -2.20471
N 1.68028 -0.80929 1.00596
H 0.57032 -5.32533 -5.21409
H -1.01280 -1.67623 5.28152
C 1.27215 3.18359 -3.87444
H 1.51126 -1.97454 5.26636
C 3.65824 -2.88909 1.03988
H -1.90027 2.18718 3.04382
H 4.72985 -4.88319 3.55060
H -2.62158 2.06059 5.41136
C -3.97074 -0.83749 0.17530
C -0.54121 -3.64267 -4.47589
C 1.85383 -3.76014 -4.50445
C 3.62679 -3.62510 2.21854
C 5.94565 -3.51952 0.69411
H 4.80387 -2.30075 -0.65864
N 0.36392 2.59977 -0.01106
N 0.25623 0.15234 -2.08046
H -5.01178 1.50690 -1.16975
C 4.75539 -4.29686 2.63925
C 0.18188 1.96061 3.49772
H 1.87215 3.75785 -3.16871
H 0.55713 5.24823 -0.94107
C 0.83513 -0.39788 -3.15930
N 0.36009 1.49134 -2.25781
N -1.79323 1.79411 -1.01667
C 0.57053 2.30117 2.11661
C -6.02369 -2.10666 0.42685
H -0.94191 1.74300 7.19638
N 0.10954 1.72823 0.99304
H -2.77122 4.42027 -1.46080
H 1.85105 5.61672 0.21300
C 4.81115 -2.84903 0.27475
C -5.36859 -3.07183 1.17789
C -2.98984 2.29294 -1.38787
H 1.45110 1.56569 6.61374
C -1.57270 1.97019 5.15606
N 1.68645 -1.40748 3.29873
C 5.93165 -4.25482 1.88187



Which structure is the most stable? The one labeled a.



a | 13
Properties=species:S:1:pos:R:3 method="wB97M-V/def2-TZVPD" multiplicity=1 charge=-1 gap_ev=6.2
H 2.45282 3.09787 -1.74042
H 0.08126 -2.85077 0.38736
C -1.78666 -1.54438 0.58273
C -0.29398 -1.89129 0.74738
H 1.80417 3.26943 -0.06691
C 1.61515 2.91108 -1.07450
S 1.43969 1.06741 -1.19502
H -2.23564 -1.42089 1.56247
H -2.33028 -2.33135 0.05933
H -0.11504 -1.96529 1.83157
H 0.44478 -1.15409 0.42807
H 0.76604 3.43252 -1.53267
H -1.84231 -0.62026 0.01062



b | 13
Properties=species:S:1:pos:R:3 method="wB97M-V/def2-TZVPD" multiplicity=1 charge=-1 gap_ev=4.6
H 4.46912 -0.64486 -3.60374
H 3.77851 -1.99253 -4.66795
C -1.53162 1.07379 2.56148
H -3.22243 -0.35166 2.44325
H 2.91411 -0.28953 -4.39990
H -2.63678 0.25761 0.91151
H -0.73445 0.40006 2.23775
C 3.75459 -0.96171 -4.35421
S 2.42278 -2.49029 -1.08256
H -1.33914 2.09124 2.22942
H -1.49402 1.07199 3.63836
C -2.81522 0.52680 1.95064
H -3.56546 1.30909 2.13596



Which structure is the most stable? The one labeled a.



a | 7
Properties=species:S:1:pos:R:3 method="wB97M-V/def2-TZVPD" multiplicity=1 smiles="N#CC(=O)C=O" gap_ev=9.0
C -0.32870 -0.66919 -0.02096
C -0.86573 0.74863 0.14495
H -1.86390 0.81779 0.24102
O -0.76958 -1.73654 -0.09044
O 0.10178 1.53708 -0.16916
N 2.43455 -0.39311 0.12504
C 1.29158 -0.30466 -0.23046



b | 7
Properties=species:S:1:pos:R:3 method="wB97M-V/def2-TZVPD" multiplicity=1 gap_ev="9.2 / 9.2"
O -0.10136 1.96497 0.02040
H 2.07902 -0.16987 -0.12342
N 0.40441 -1.14116 0.73147
C 0.94913 -0.22941 0.08856
C -0.15537 0.78469 -0.14206
O -2.00683 -0.90361 -0.56508
C -1.16899 -0.30561 -0.00987



c | 7
Properties=species:S:1:pos:R:3 method="wB97M-V/def2-TZVPD" multiplicity=1 gap_ev="7.5 / 7.5"
H 0.05863 -1.70345 -1.81129
O 1.52686 -0.57758 0.79430
O -0.98499 2.04496 0.69939
C -0.72906 0.02121 -0.51745
N 0.93697 0.21003 1.44558
C -0.59652 1.00931 0.37782
C -0.21189 -1.00448 -0.98835



Which structure is the most stable? The one labeled b.



a | 9
Properties=species:S:1:pos:R:3 method="wB97M-V/def2-TZVPD" multiplicity=1 charge=-1 gap_ev=8.2
H -1.08690 -0.38159 1.56110
O 2.65010 0.18656 -0.15138
H 0.96215 1.36624 0.18790
C 0.36776 -0.31689 -0.55600
C 1.42927 0.36812 -0.03984
O -2.18412 -0.80880 -0.27223
S -1.09939 0.01131 0.16628
H 0.34922 -1.84508 -1.00987
O -1.38809 1.42013 0.11404



b | 9
Properties=species:S:1:pos:R:3 method="wB97M-V/def2-TZVPD" multiplicity=1 charge=-1 gap_ev=7.6
O 3.42310 0.34817 -0.51573
H 0.51899 -0.64482 1.29244
S 2.15086 -0.09214 -1.11938
H 0.74317 1.03274 0.48666
O -0.51031 -0.38900 -0.40862
C -1.30083 0.49429 -0.87608
C 0.65260 -0.06549 0.27844
O 2.28221 -1.54124 -1.47311
H -2.14197 -0.13538 -1.27927



Which structure is the most stable? The one labeled a.



a | 10
Properties=species:S:1:pos:R:3 method="wB97M-V/def2-TZVPD" multiplicity=1 smiles="O=C1[C@@H](F)CN1F" gap_ev=11.1
C 2.00050 -0.73816 -0.08923
C 0.19848 0.35071 0.36067
N 1.57952 0.54643 0.13117
H 0.02194 0.29196 1.43066
H 0.14473 -1.35532 -1.08251
O 2.93232 -1.37202 -0.42469
F 2.36524 1.67450 0.38041
F -0.06330 -1.98597 0.85133
C 0.36546 -1.05580 -0.14456
H -0.40247 1.15721 -0.11044



b | 10
Properties=species:S:1:pos:R:3 method="wB97M-V/def2-TZVPD" multiplicity=1 gap_ev="10.2 / 7.0"
F 0.90038 -2.00582 -0.88744
C -0.65664 -0.52858 1.26875
N -0.07887 -1.03689 -1.22123
H 0.40333 0.94835 -1.50590
H 1.37757 0.19767 -0.33890
H -1.36537 0.87615 -0.21267
C -0.53891 0.69878 0.39375
C 0.39902 0.21317 -0.71562
F -0.27566 1.76887 1.08747
O -0.16486 -1.13169 2.13181



Which structure is the most stable? The one labeled a.



a | 7
Properties=species:S:1:pos:R:3 method="wB97M-V/def2-TZVPD" multiplicity=1 smiles=N#[N+][O-].OO gap_ev=11.1
H 1.04895 -0.83926 -0.96074
N -1.64417 -0.14543 0.19834
H 1.14567 1.14570 0.62685
N -2.24736 -1.05381 0.35584
O 1.46499 0.76228 -0.26404
O 1.15674 -0.60823 -0.01453
O -0.92482 0.73874 0.05828



b | 7
Properties=species:S:1:pos:R:3 method="wB97M-V/def2-TZVPD" multiplicity=1 smiles=On1on1O gap_ev=11.6
H -2.11542 -0.86025 -0.19521
O 1.66905 -0.00983 -0.18074
O -1.70937 0.01342 0.14767
N 0.51007 0.31500 0.45418
H 2.12346 -0.64202 0.40937
N -0.47406 0.25307 -0.44510
O -0.00050 1.47596 0.00945



Which structure is the most stable? The one labeled a.



a | 9
Properties=species:S:1:pos:R:3 method="wB97M-V/def2-TZVPD" multiplicity=1 smiles=Sc1cnn[nH]1 gap_ev=9.4
C 0.57967 0.92272 0.05314
H 0.45420 2.02562 0.03140
H -0.04445 -1.99724 0.28636
N 1.63741 -0.95263 0.04017
N 0.34395 -1.13795 -0.11185
S -2.06542 -0.25458 0.00813
N 1.78495 0.38203 -0.04482
C -0.37204 -0.08053 -0.14324
H -2.31828 1.09257 -0.11931



b | 9
Properties=species:S:1:pos:R:3 method="wB97M-V/def2-TZVPD" multiplicity=1 gap_ev=9.0
C 1.59856 -0.41403 -0.01032
N 2.65415 -0.75713 -0.32001
H -1.75304 0.95306 0.23989
C 0.26998 0.08781 0.03627
S -2.39646 -0.37978 -0.23139
N -0.00421 1.32406 -0.08461
H -0.52447 -1.86977 0.24018
H 0.90892 2.01656 -0.04437
N -0.75343 -0.96077 0.17435



c | 9
Properties=species:S:1:pos:R:3 method="wB97M-V/def2-TZVPD" multiplicity=1 gap_ev=9.6
N -1.52939 0.50565 -0.28418
C -1.95130 0.05802 0.71497
H -1.42835 1.59230 -1.77715
H 1.08418 -1.92191 0.86188
N 1.86264 -1.49182 0.43537
N -1.41535 0.64421 -1.48886
C 1.99570 -0.29492 0.17181
S 2.69485 1.04609 -0.17390
H -1.31298 -0.13762 1.54007



d | 9
Properties=species:S:1:pos:R:3 method="wB97M-V/def2-TZVPD" multiplicity=1 gap_ev=9.0
N -1.36967 0.07283 3.22307
N -0.53660 0.81252 -0.35885
N 0.38391 -0.06115 0.22478
H -0.41118 1.26394 -1.25542
S -3.11869 1.56030 -0.24739
H 0.98085 0.47379 0.87249
H -0.18920 -0.78139 0.63669
C -1.34841 0.16065 2.09097
C -1.72567 1.02524 0.03663



Which structure is the most stable? The one labeled a.



a | 24
Properties=species:S:1:pos:R:3 method="wB97M-V/def2-TZVPD" multiplicity=1 charge=+1 gap_ev=10.0
H 1.65091 -2.94481 0.74690
H 1.79291 0.36026 -4.00789
H 1.07811 -3.84626 -0.64451
O -2.95134 -0.47036 -0.98043
H 1.82674 1.81439 -3.54127
C 0.11497 -0.66245 0.64329
C -0.12647 -2.07851 -0.06536
H 0.10634 -1.92287 -1.19367
H -0.06837 1.91747 1.38900
H -3.54138 -0.79769 -0.32448
H -0.96130 2.48432 -0.02180
H -1.08724 0.11941 -0.81277
H 1.20632 -0.55349 0.87540
C -0.53356 1.58299 0.38505
O 1.43704 4.42548 2.97935
H 1.60935 4.01211 3.74981
O 1.69603 0.87577 -3.20787
H -3.47179 -0.11336 -1.78890
C 0.71657 -3.33918 0.26316
H 1.57335 5.33785 3.08640
N -0.52223 0.43069 -0.10884
H -1.26505 -1.96255 0.07100
H -0.48519 -0.68644 1.62528
H 0.20528 -3.98275 0.88311



b | 24
Properties=species:S:1:pos:R:3 method="wB97M-V/def2-TZVPD" multiplicity=1 charge=+1 gap_ev=5.2
H -2.48124 0.67529 -0.47255
C 2.88993 -1.07113 -0.35936
O -1.37040 -1.75194 -1.59416
H 1.66069 0.82973 -0.45417
H -1.42752 1.35980 -2.37088
H -1.77204 -0.84998 -1.72277
H -0.46988 1.82059 0.02648
H 3.63427 -0.84308 0.39686
H -1.29247 2.08503 1.53884
H -2.03036 -2.41594 -1.75183
C 0.92978 -0.44303 1.15222
H -3.61628 0.10872 0.51910
N -0.27183 0.29923 1.33334
C 1.59451 -0.23766 -0.22077
H 0.39231 2.37551 1.59760
H 1.63570 -0.22279 1.96977
H 2.68849 -2.12323 -0.54000
H 3.23450 -0.76683 -1.36288
C -0.35101 1.68831 1.15874
H -0.91361 -0.07344 2.03294
H 0.95002 -0.63746 -1.00780
O -1.31344 0.91791 -1.50948
H 0.63265 -1.49631 1.23849
O -2.93274 0.77271 0.40228



Which structure is the most stable? The one labeled a.